Computed, not measured: a molecular structure, C4H11N2O in a non-equilibrium geometry, with ωB97M-V/def2-TZVPD.

Properties
- charge = 0
- energy relative to the best compared isomer or geometry (same formula, charge and spin) (kJ/mol) = 171.0
- 2S+1 = 2
- energy (eV) = -9350.745
- gap between HOMO and LUMO (alpha / beta) (eV) = 4.2107 / 9.0476
- F_max (eV/A) = 4.49

```
18
C4H11N2O | the OMol25 dataset | ωB97M-V/def2-TZVPD
C -1.440 0.772 -0.868
C -0.649 1.454 0.204
C -0.260 0.396 1.230
C 0.642 -0.606 0.610
N 1.932 -0.797 1.144
O 0.235 -1.359 -0.389
N -0.535 0.134 -1.836
H -2.257 1.331 -1.293
H -2.023 -0.007 -0.391
H -1.281 2.197 0.668
H 0.315 1.870 -0.139
H -1.130 -0.038 1.782
H 0.116 1.051 2.042
H 2.454 -1.603 0.840
H 2.266 -0.326 1.944
H -0.940 0.114 -2.769
H 0.349 0.635 -1.862
H -0.283 -0.824 -1.441
```

Computed, not measured: a gas-phase ion, C4H11N2O (charge +1) in a non-equilibrium geometry, with ωB97M-V/def2-TZVPD.

Properties
- charge = +1
- SMILES = CCN(C)[N+](C)=O
- energy relative to the best compared isomer or geometry (same formula, charge and spin) (kJ/mol) = 542.4
- energy (eV) = -9343.235
- gap between HOMO and LUMO (alpha / beta) (eV) = 9.3950 / 9.3938
- F_max (eV/A) = 4.51

```
18
C4H11N2O | the OMol25 dataset | ωB97M-V/def2-TZVPD
C -0.541 1.998 0.995
C 1.115 -0.815 0.388
C -0.575 -1.525 -2.073
C -0.837 0.489 1.149
N -0.246 -0.365 0.061
N -0.939 -0.485 -1.149
O -1.875 0.236 -1.333
H -1.287 2.674 0.449
H -0.439 2.317 2.049
H 0.384 2.295 0.428
H 1.547 -0.133 1.183
H 1.249 -1.973 0.786
H 1.838 -0.746 -0.461
H 0.379 -2.019 -1.788
H -0.318 -1.024 -3.076
H -1.347 -2.316 -2.172
H -0.196 0.093 1.995
H -1.950 0.312 1.091
```

Computed, not measured: 2 unconnected molecules or ions with the total composition C4H11N2O in a non-equilibrium geometry, with ωB97M-V/def2-TZVPD.

Properties
- charge = +1
- energy relative to the best compared isomer or geometry (same formula, charge and spin) (kJ/mol) = 365.8
- energy (eV) = -9345.066
- gap between HOMO and LUMO (eV) = 8.3680
- F_max (eV/A) = 2.04

```
18
C4H11N2O | the OMol25 dataset | ωB97M-V/def2-TZVPD
C 0.563 0.594 -0.063
C -2.326 -0.859 -0.813
C 1.484 -0.381 0.589
C -1.963 -0.191 0.438
N 1.106 1.528 -0.751
N 2.871 -0.160 0.205
O -2.497 0.961 0.683
H -2.838 -0.170 -1.482
H -1.463 -1.293 -1.306
H -2.995 -1.698 -0.578
H 1.377 -0.232 1.668
H 1.109 -1.396 0.379
H -1.441 -0.737 1.215
H 0.578 2.243 -1.232
H 3.512 -0.458 0.928
H 2.134 1.566 -0.792
H 3.102 -0.667 -0.642
H -2.315 1.350 1.554
```

Computed, not measured: a molecular structure, C4H11N2O in a non-equilibrium geometry, with ωB97M-V/def2-TZVPD.

Properties
- charge = +1
- energy relative to the best compared isomer or geometry (same formula, charge and spin) (kJ/mol) = 346.8
- energy (eV) = -9345.263
- gap between HOMO and LUMO (eV) = 11.0080
- F_max (eV/A) = 4.11

```
18
C4H11N2O | the OMol25 dataset | ωB97M-V/def2-TZVPD
C 1.709 -1.208 -0.097
C 2.519 1.049 -0.324
C -1.300 -0.521 0.343
C -3.393 0.456 0.201
N 2.277 -0.127 0.501
N -0.156 -0.800 -0.220
O -2.106 0.209 -0.331
H 1.635 -2.108 0.434
H 1.756 -1.369 -1.120
H 2.915 0.733 -1.375
H 1.536 1.593 -0.456
H -1.651 -0.922 1.298
H -4.051 -0.212 -0.204
H -3.651 1.489 -0.238
H -3.355 0.434 1.245
H 2.276 -0.162 1.575
H 3.212 1.853 0.027
H -0.172 -0.385 -1.260
```

Computed, not measured: a gas-phase ion, C4H11N2O (charge +1) in a non-equilibrium geometry, with ωB97M-V/def2-TZVPD.

Properties
- charge = +1
- SMILES = NCC[C@H]([NH3+])C=O
- energy relative to the best compared isomer or geometry (same formula, charge and spin) (kJ/mol) = 130.7
- energy (eV) = -9347.502
- gap between HOMO and LUMO (eV) = 11.1433
- F_max (eV/A) = 1.90

```
18
C4H11N2O | the OMol25 dataset | ωB97M-V/def2-TZVPD
O 2.435 -1.358 -0.839
C 1.965 -0.337 -1.243
C 0.512 0.026 -0.969
C 0.444 0.874 0.313
C -0.938 1.054 0.946
N -1.476 -0.257 1.401
N -0.257 -1.234 -0.881
H 2.555 0.456 -1.743
H 0.097 0.663 -1.745
H 0.871 1.832 0.050
H 1.060 0.434 1.101
H -1.640 1.450 0.213
H -0.917 1.744 1.785
H -0.993 -0.509 2.266
H -0.962 -1.163 -0.026
H -2.438 -0.160 1.715
H 0.360 -1.996 -0.581
H -0.679 -1.520 -1.763
```

Computed, not measured: 2 unconnected molecules or ions with the total composition C4H11N2O in a non-equilibrium geometry, with ωB97M-V/def2-TZVPD.

Properties
- charge = +2
- energy relative to the best compared isomer or geometry (same formula, charge and spin) (kJ/mol) = 620.3
- 2S+1 = 2
- energy (eV) = -9328.503
- gap between HOMO and LUMO (alpha / beta) (eV) = 9.4739 / 5.0304
- F_max (eV/A) = 7.79

```
18
C4H11N2O | the OMol25 dataset | ωB97M-V/def2-TZVPD
N -3.518 0.087 -1.507
C 0.144 -0.378 0.771
C 0.709 -1.171 1.924
C 0.497 -0.248 -0.562
N 0.772 0.819 0.322
C 2.228 1.092 0.726
O -0.219 -0.258 -1.592
H -2.675 -0.505 -1.342
H -3.282 0.686 -2.273
H -4.065 -0.649 -2.027
H -0.976 -0.264 0.815
H 1.759 -1.181 1.608
H 0.597 -0.659 2.880
H 0.408 -2.100 2.094
H 0.184 1.577 -0.004
H 2.749 1.808 0.138
H 2.488 0.071 0.180
H 2.329 1.166 1.809
```

Computed, not measured: 2 unconnected molecules or ions with the total composition C4H11N2O3, with ωB97M-V/def2-TZVPD.

Properties
- charge = -2
- energy relative to the best compared isomer or geometry (same formula, charge and spin) (kJ/mol) = 0.0
- 2S+1 = 2
- energy (eV) = -13447.183
- gap between HOMO and LUMO (alpha / beta) (eV) = 2.5497 / 8.0982
- F_max (eV/A) = 0.95

```
20
C4H11N2O3 | the OMol25 dataset | ωB97M-V/def2-TZVPD
C -0.127 0.509 -1.570
N -0.994 1.031 -0.534
C -0.394 1.990 0.347
O -0.965 2.085 1.471
O 0.570 2.645 -0.092
C 0.836 -0.603 -1.115
N 0.252 -1.958 -1.184
C -0.384 -2.427 0.035
H -0.736 0.059 -2.365
H 0.374 1.339 -2.074
H -1.409 0.316 0.053
H 1.174 -0.439 -0.093
H 1.670 -0.632 -1.809
H -0.433 -1.973 -1.931
H 0.265 -2.188 0.880
H -0.675 -3.479 0.013
H -1.306 -1.882 0.296
H 0.120 2.096 2.806
H 1.486 1.570 3.249
O 0.677 1.940 3.618
```

Computed, not measured: 2 unconnected molecules or ions with the total composition C4H11N2O3 in a non-equilibrium geometry, with ωB97M-V/def2-TZVPD.

Properties
- charge = +1
- energy relative to the best compared isomer or geometry (same formula, charge and spin) (kJ/mol) = 510.1
- energy (eV) = -13437.961
- gap between HOMO and LUMO (alpha / beta) (eV) = 8.0977 / 8.1000
- F_max (eV/A) = 3.78

```
20
C4H11N2O3 | the OMol25 dataset | ωB97M-V/def2-TZVPD
C 1.198 -1.441 0.700
C 0.693 -0.990 -0.629
C 0.108 0.460 -0.814
C -1.093 0.748 0.089
N -2.091 -1.090 0.619
N 1.309 1.318 -0.387
O -3.072 -1.003 0.010
O -0.581 1.247 1.248
O -2.106 1.272 -0.498
H 0.548 -1.302 1.550
H 1.523 -2.472 0.862
H 2.074 -0.802 0.964
H -0.091 -1.610 -0.894
H 1.540 -1.025 -1.456
H -0.447 0.563 -1.829
H 1.560 2.115 -1.049
H 2.001 0.572 -0.192
H 0.988 1.717 0.480
H -1.247 1.103 1.912
H -2.815 0.621 -0.685
```

Computed, not measured: a single C4H11N2O3P molecule in a non-equilibrium geometry, with ωB97M-V/def2-TZVPD.

Properties
- charge = 0
- energy relative to the best compared isomer or geometry (same formula, charge and spin) (kJ/mol) = 329.1
- energy (eV) = -22736.036
- gap between HOMO and LUMO (alpha / beta) (eV) = 8.1696 / 8.3853
- F_max (eV/A) = 5.72

```
21
C4H11N2O3P | the OMol25 dataset | ωB97M-V/def2-TZVPD
C 0.175 -1.421 1.434
C 0.992 -0.163 1.891
C -1.203 -1.106 0.691
C -2.078 -1.421 -1.438
N 0.078 0.723 -1.529
N 1.950 2.491 -0.879
O -0.398 2.357 0.449
O 1.550 0.495 0.743
O -1.210 -1.606 -0.521
P 0.674 1.554 -0.229
H 0.830 -2.011 0.882
H 0.099 -1.996 2.278
H 0.403 0.494 2.496
H 1.856 -0.472 2.565
H -2.024 -0.665 1.103
H -0.877 1.121 -1.684
H -3.134 -1.012 -1.143
H -2.021 -2.099 -2.285
H 0.176 -0.282 -1.601
H 2.539 2.883 -0.121
H 1.553 3.129 -1.668
```

Computed, not measured: a gas-phase ion, C4H11N2S (charge -1) in a non-equilibrium geometry, with ωB97M-V/def2-TZVPD.

Properties
- charge = -1
- SMILES = NCNCCC[S-]
- energy relative to the best compared isomer or geometry (same formula, charge and spin) (kJ/mol) = 178.0
- energy (eV) = -18141.253
- gap between HOMO and LUMO (eV) = 5.9943
- F_max (eV/A) = 3.60

```
18
C4H11N2S | the OMol25 dataset | ωB97M-V/def2-TZVPD
C 0.893 0.486 -0.298
N 1.739 0.638 0.888
C 2.954 -0.141 0.717
N 2.751 -1.595 0.727
C -0.592 0.346 -0.014
C -1.549 0.426 -1.159
S -3.311 0.014 -0.484
H 1.184 -0.416 -0.796
H 1.115 1.325 -0.935
H 1.333 0.480 1.778
H 3.459 0.301 -0.189
H 3.731 0.139 1.596
H 2.678 -2.015 1.611
H 1.872 -1.741 0.145
H -0.639 -0.732 0.277
H -0.876 1.077 0.871
H -1.001 -0.131 -1.885
H -1.548 1.485 -1.513
```

Which of these has the highest energy? number 6

What is the charge in the third record? +1

What is the formula in the third record? C4H11N2O